Entry 1:
C8H15MgN3O2P2S2 as an isolated structure at a distorted geometry. Source: the OMol25 dataset; level of theory: the ωB97M-V functional and the def2-TZVPD basis.

Values from the calculation:
* net charge: +2
* HOMO-LUMO gap: 1.9581 eV
* HOMO energy: -0.503 Eh
* strongest force on any atom: 3.26 eV/A
* spin multiplicity: 1
* lowest unoccupied orbital energy: -0.4314 hartree

The geometry in XYZ format:
```
33
C8H15MgN3O2P2S2 the ωB97M-V functional and the def2-TZVPD basis
C 2.512 -0.223 0.716
N 1.534 -0.980 1.522
C 0.678 -0.097 2.351
C 0.830 -1.915 0.829
O 0.199 -2.779 1.508
C 0.753 -2.051 -0.666
P -0.624 -0.982 -1.422
C -0.059 0.786 -1.304
C -1.026 1.766 -1.997
S -2.516 2.154 -1.024
C -2.046 2.170 0.669
N -2.688 1.447 1.519
N -2.159 1.689 2.764
C -1.203 2.529 2.581
O -1.060 2.874 1.292
P -0.649 -1.586 -3.551
S -2.211 -0.825 -4.423
H 2.119 0.694 0.270
H 2.991 -0.844 -0.041
H 3.314 0.079 1.403
H 1.132 -0.031 3.350
H 0.611 0.923 1.968
H -0.321 -0.517 2.506
H 0.461 -3.085 -0.888
H 1.707 -1.896 -1.182
H 0.953 0.869 -1.729
H 0.020 1.027 -0.238
H -1.374 1.375 -2.961
H -0.484 2.690 -2.229
H -0.613 2.909 3.405
H -0.632 -3.003 -3.604
H 0.575 -1.136 -4.117
Mg -0.678 -4.162 2.847
```

---

Entry 2:
C8H15N as an isolated structure at a distorted geometry. Source: the OMol25 dataset; level of theory: the ωB97M-V functional and the def2-TZVPD basis.

Values from the calculation:
* HOMO-LUMO gap: 8.6441 eV
* ΔE to the lowest compared entry with this formula, charge and spin: 476.7 kJ/mol
* HOMO energy: -0.283 Eh
* strongest force on any atom: 7.21 eV/A
* spin multiplicity: 1
* lowest unoccupied orbital energy: 0.0344 hartree

The geometry in XYZ format:
```
24
C8H15N the ωB97M-V functional and the def2-TZVPD basis
C -0.285 0.174 0.543
C -0.610 1.599 0.187
C 2.832 0.731 -0.987
C -2.669 -0.600 -1.117
N 0.440 -0.662 -0.226
C 2.096 0.134 0.166
C -1.857 -0.947 0.084
C 2.608 -0.092 1.366
C -2.146 -1.881 0.971
H 0.315 -0.468 -1.218
H -0.188 -0.013 1.611
H 0.146 2.260 0.614
H -1.577 1.866 0.615
H -0.652 1.743 -0.892
H 2.373 1.668 -1.313
H 3.880 0.934 -0.737
H 2.828 0.052 -1.844
H -2.101 -0.755 -2.037
H -2.976 0.449 -1.100
H -3.581 -1.206 -1.174
H 3.666 0.053 1.574
H 2.015 -0.478 2.185
H -1.466 -2.140 1.774
H -3.090 -2.422 0.955
```

---

Entry 3:
A single C8H15N molecule at a distorted geometry. Source: the OMol25 dataset; level of theory: the ωB97M-V functional and the def2-TZVPD basis.

Values from the calculation:
* HOMO-LUMO gap: 7.6329 eV
* structure (SMILES): C/C=C(C)\C(C)=C(\C)N
* ΔE to the lowest compared entry with this formula, charge and spin: 333.6 kJ/mol
* HOMO energy: -0.246 Eh
* strongest force on any atom: 6.37 eV/A
* spin multiplicity: 1
* lowest unoccupied orbital energy: 0.0345 hartree

The geometry in XYZ format:
```
24
C8H15N the ωB97M-V functional and the def2-TZVPD basis
C -1.384 -1.333 -0.732
C -1.823 1.879 -0.446
C 0.003 -0.357 2.311
C 2.204 -1.166 -0.867
C -0.560 -0.219 -0.191
C -0.495 1.147 -0.303
C 0.448 -0.326 0.871
N 0.602 1.982 -0.578
C 1.578 -0.992 0.476
H 1.372 1.489 -1.021
H 0.393 2.835 -1.086
H 2.104 -1.544 1.255
H -2.148 -0.954 -1.417
H -0.757 -2.063 -1.265
H -1.902 -1.870 0.068
H -2.654 1.345 0.020
H -2.043 2.015 -1.510
H -1.768 2.877 0.002
H 0.819 -0.036 2.966
H -0.263 -1.376 2.610
H -0.857 0.292 2.499
H 1.868 -0.423 -1.590
H 3.289 -1.046 -0.786
H 1.975 -2.156 -1.284
```

---

Entry 4:
An isolated ion of composition C8H15N2 and charge +1 at a distorted geometry. Source: the OMol25 dataset; level of theory: the ωB97M-V functional and the def2-TZVPD basis.

Values from the calculation:
* net charge: +1
* HOMO-LUMO gap: 8.7029 eV
* structure (SMILES): Cn1cccc1C(C)(C)[NH3+]
* ΔE to the lowest compared entry with this formula, charge and spin: 189.4 kJ/mol
* HOMO energy: -0.439 Eh
* strongest force on any atom: 3.86 eV/A
* spin multiplicity: 1
* lowest unoccupied orbital energy: -0.1187 hartree

The geometry in XYZ format:
```
25
C8H15N2 the ωB97M-V functional and the def2-TZVPD basis
C -0.705 -0.295 -2.764
C -0.986 0.472 -1.627
C 0.359 -1.182 -2.407
C -0.092 0.048 -0.637
C -0.040 2.159 0.823
C 0.690 -0.134 1.875
C 1.555 -1.897 -0.359
C -0.166 0.568 0.779
N 0.632 -1.033 -1.100
N -1.608 0.332 1.377
H -0.950 -0.052 -3.800
H -1.424 1.482 -1.466
H 0.667 -2.108 -2.858
H -0.776 2.677 1.463
H 1.006 2.567 1.051
H -0.149 2.594 -0.155
H 0.724 0.284 2.855
H 0.302 -1.149 1.866
H 1.784 -0.052 1.465
H 2.229 -1.169 0.182
H 1.008 -2.543 0.401
H 1.880 -2.582 -1.197
H -1.633 1.004 2.185
H -2.129 -0.575 1.496
H -2.179 0.585 0.552
```

---

Entry 5:
An isolated ion of composition C8H15N2 and charge +1 at a distorted geometry. Source: the OMol25 dataset; level of theory: the ωB97M-V functional and the def2-TZVPD basis.

Values from the calculation:
* net charge: +1
* HOMO-LUMO gap (spin up / spin down): 6.9218 / 8.3366 eV
* ΔE to the lowest compared entry with this formula, charge and spin: 135.5 kJ/mol
* HOMO energy (spin up / spin down): -0.381 / -0.532 Eh
* strongest force on any atom: 5.50 eV/A
* spin multiplicity: 3
* lowest unoccupied orbital energy (spin up / spin down): -0.1261 / -0.2256 hartree
* ⟨S²⟩: 2.03

The geometry in XYZ format:
```
25
C8H15N2 the ωB97M-V functional and the def2-TZVPD basis
C 0.167 -1.851 -0.174
C 1.583 -1.754 -0.203
C -0.495 -0.736 0.091
C -2.817 -1.166 0.526
C -2.143 0.904 -0.770
C 3.452 -0.228 -0.043
C 1.332 1.766 0.343
C -1.748 -0.071 0.348
N 2.042 -0.543 0.040
N 1.153 0.360 0.353
H -0.322 -2.790 -0.382
H 2.250 -2.575 -0.384
H -2.925 -1.746 -0.387
H -3.769 -0.691 0.746
H -2.564 -1.833 1.345
H -3.043 1.437 -0.478
H -2.342 0.366 -1.693
H -1.358 1.633 -0.956
H 4.040 -1.123 0.161
H 3.695 0.134 -1.047
H 3.714 0.546 0.680
H 0.415 2.227 0.710
H 2.145 2.056 1.017
H 1.552 2.149 -0.660
H -1.663 0.486 1.289
```

---

Entry 6:
A 2-piece molecular cluster, C8H15N2O overall at a distorted geometry. Source: the OMol25 dataset; level of theory: the ωB97M-V functional and the def2-TZVPD basis.

Values from the calculation:
* net charge: +1
* HOMO-LUMO gap (spin up / spin down): 7.1786 / 7.7088 eV
* ΔE to the lowest compared entry with this formula, charge and spin: 553.5 kJ/mol
* HOMO energy (spin up / spin down): -0.433 / -0.455 Eh
* strongest force on any atom: 5.42 eV/A
* spin multiplicity: 1
* lowest unoccupied orbital energy (spin up / spin down): -0.1689 / -0.1715 hartree

The geometry in XYZ format:
```
26
C8H15N2O the ωB97M-V functional and the def2-TZVPD basis
C 2.781 -0.750 0.858
C 1.324 -0.748 0.919
C 3.150 -0.152 -0.381
C 0.927 -0.104 -0.239
C -1.487 -2.135 -0.303
C -2.790 -0.156 -0.119
C 0.278 2.722 0.429
C -0.434 0.021 -0.565
N 2.007 0.249 -1.068
N -1.456 -0.771 0.110
O -0.761 1.926 0.314
H 3.501 -1.245 1.486
H 0.779 -0.898 1.776
H 4.174 0.010 -0.634
H -2.010 -2.209 -1.318
H -0.436 -2.551 -0.307
H -2.075 -2.732 0.517
H -3.570 -0.805 0.381
H -2.763 0.871 0.382
H -2.989 -0.141 -1.238
H 0.585 2.926 1.484
H 0.019 3.777 -0.022
H 1.103 2.221 -0.253
H -0.623 0.511 -1.526
H 1.787 0.925 -1.701
H -1.021 -0.762 1.018
```

---

Entry 7:
An isolated ion of composition C8H15N2O and charge +1 at a distorted geometry. Source: the OMol25 dataset; level of theory: the ωB97M-V functional and the def2-TZVPD basis.

Values from the calculation:
* net charge: +1
* HOMO-LUMO gap: 9.7036 eV
* structure (SMILES): CC(=O)/N=C(\C)[C@@H]1[C@@H](C)[N@@H+]1C
* ΔE to the lowest compared entry with this formula, charge and spin: 356.1 kJ/mol
* HOMO energy: -0.478 Eh
* strongest force on any atom: 4.58 eV/A
* spin multiplicity: 1
* lowest unoccupied orbital energy: -0.1211 hartree

The geometry in XYZ format:
```
26
C8H15N2O the ωB97M-V functional and the def2-TZVPD basis
C -0.937 0.496 -0.403
C 0.491 0.730 -0.258
C 2.721 -0.041 0.483
C -1.882 0.285 0.790
C 0.958 1.884 -0.984
C 3.347 -1.071 -0.450
C -3.242 0.870 0.974
C -0.825 -1.918 0.265
N 1.316 0.008 0.370
N -1.605 -0.744 -0.191
O 3.342 0.636 1.253
H -1.363 0.919 -1.351
H -1.464 0.024 1.730
H 1.995 2.249 -0.638
H 0.193 2.772 -0.928
H 1.117 1.558 -1.949
H 2.872 -1.970 -0.486
H 4.333 -1.213 0.002
H 3.320 -0.661 -1.555
H -3.243 1.383 1.894
H -3.868 -0.017 1.012
H -3.393 1.536 0.071
H 0.108 -1.980 -0.110
H -0.806 -1.844 1.361
H -1.269 -2.848 0.056
H -2.217 -1.043 -0.957
```

---

Entry 8:
An isolated ion of composition C8H15N2O3 and charge +1 at a distorted geometry. Source: the OMol25 dataset; level of theory: the ωB97M-V functional and the def2-TZVPD basis.

Values from the calculation:
* net charge: +1
* HOMO-LUMO gap (spin up / spin down): 7.3969 / 6.8964 eV
* HOMO energy (spin up / spin down): -0.372 / -0.497 Eh
* strongest force on any atom: 6.43 eV/A
* spin multiplicity: 3
* lowest unoccupied orbital energy (spin up / spin down): -0.1006 / -0.2437 hartree
* ⟨S²⟩: 2.03

The geometry in XYZ format:
```
28
C8H15N2O3 the ωB97M-V functional and the def2-TZVPD basis
C 1.090 -3.486 -0.179
C 1.827 -2.385 -0.059
C 1.255 -1.060 -0.028
C -0.898 -0.083 -0.226
C -4.194 -0.479 -0.199
C 2.455 2.262 -0.685
C 1.304 1.619 1.455
C -3.145 0.550 0.084
N 2.118 -0.056 -0.116
N 1.827 1.261 0.140
O 0.024 -0.948 0.410
O -0.625 0.476 -1.234
O -1.950 -0.170 0.506
H 1.320 -4.490 -0.450
H -0.018 -3.303 -0.041
H 2.958 -2.457 -0.149
H -5.245 -0.085 -0.623
H -3.948 -1.014 -1.153
H -4.359 -1.139 0.652
H 3.436 2.550 -0.195
H 2.519 2.031 -1.785
H 1.727 3.149 -0.441
H 2.027 1.231 2.237
H 1.538 2.692 1.447
H 0.246 1.278 1.567
H -3.363 1.294 0.688
H -2.817 0.975 -0.873
H 2.891 -0.211 -0.750
```

---

Entry 9:
C8H15N2O3S as an isolated structure at a distorted geometry. Source: the OMol25 dataset; level of theory: the ωB97M-V functional and the def2-TZVPD basis.

Values from the calculation:
* net charge: +1
* HOMO-LUMO gap: 8.3181 eV
* ΔE to the lowest compared entry with this formula, charge and spin: 252.5 kJ/mol
* HOMO energy: -0.476 Eh
* strongest force on any atom: 4.88 eV/A
* spin multiplicity: 1
* lowest unoccupied orbital energy: -0.1700 hartree

The geometry in XYZ format:
```
29
C8H15N2O3S the ωB97M-V functional and the def2-TZVPD basis
C -1.159 2.235 -0.908
C 0.675 -1.265 1.821
C 0.743 -2.019 0.440
C -0.672 -0.715 2.382
C -2.048 0.504 0.537
C 1.342 -1.337 -0.678
C -1.132 0.636 1.768
C 1.308 0.204 -3.048
N -0.927 1.840 2.224
N -1.206 3.553 -1.076
O -0.099 1.539 -1.153
O -0.752 -1.210 -2.088
O -2.142 1.721 -0.251
S 0.487 -0.505 -1.759
H 1.307 -1.898 2.400
H 1.304 -0.422 1.563
H 1.299 -2.985 0.659
H -0.317 -2.350 0.129
H -1.509 -1.448 2.336
H -0.565 -0.530 3.489
H -1.676 -0.281 -0.066
H -3.120 0.329 0.870
H 2.241 -0.819 -0.579
H 2.251 0.580 -2.671
H 1.342 -0.259 -4.007
H 0.702 1.074 -3.238
H -0.356 2.081 2.984
H -2.109 3.994 -0.685
H -0.648 4.002 -1.775
```